Computed, not measured: a structure of composition C19H28NPPdTe in a non-equilibrium geometry, with the ωB97M-V functional and the def2-TZVPD basis.

```
51
Properties=species:S:1:pos:R:3:forces:R:3
C -2.835345 0.288935 -3.845357 0.079 -0.129 0.448
C -2.505257 -0.915734 -3.233405 0.667 0.059 0.071
C -1.656045 -1.002528 -2.092345 -1.188 0.648 -0.773
C -1.309672 0.215158 -1.473480 0.380 -0.372 0.204
C -1.462467 1.394454 -2.215305 -0.885 0.154 -0.132
C -2.288039 1.458843 -3.340733 0.265 0.084 -0.257
C -1.463072 -2.408147 -1.581530 -0.419 -0.240 -0.007
C -0.142417 -3.249219 -1.451088 0.095 -0.658 0.095
N 1.193492 -2.804845 -1.736452 0.437 0.932 0.570
Pd -0.824441 0.748117 0.629833 0.313 -0.886 -1.685
C -0.822240 2.652734 -1.700084 0.520 0.155 1.151
P 0.648755 2.071326 -0.694040 -0.031 0.481 -1.851
H -2.926574 -1.831028 -3.642082 0.156 0.046 -0.013
H -2.524585 2.424382 -3.800625 0.222 -0.311 0.086
H -3.512794 0.305019 -4.690252 0.019 0.007 0.027
H -1.457341 3.173344 -0.971858 -0.147 0.114 -0.268
H -0.513663 3.352252 -2.482457 -0.097 -0.051 0.052
H -1.972796 -2.457483 -0.615047 0.103 -0.028 0.149
H -2.074905 -3.023520 -2.252875 -0.004 0.118 0.294
H -0.120055 -3.581208 -0.405126 0.000 -0.151 -0.303
C 1.247893 3.499811 0.263387 0.440 -0.091 0.230
C 1.876298 1.998689 -2.094171 0.348 0.002 0.148
H -0.302427 -4.156496 -2.064438 -0.273 0.198 0.266
C 1.467450 -1.937223 -2.856675 -0.110 0.174 0.163
C 2.131104 -2.733996 -0.622000 -0.488 0.412 -0.125
H -0.116038 1.237520 2.216155 -0.246 0.522 0.933
H 1.930582 -2.464632 -3.689846 0.115 -0.102 -0.239
H 0.550129 -1.462353 -3.219575 0.125 -0.029 -0.005
H 2.165663 -1.140513 -2.544440 -0.269 -0.145 -0.178
H 2.854018 -3.551624 -0.621582 0.112 -0.109 0.001
H 2.693990 -1.784890 -0.660765 -0.123 -0.259 0.111
H 1.572234 -2.762739 0.325571 0.292 0.018 -0.149
H 2.062400 3.002655 -2.528100 -0.217 -0.405 0.353
H 2.828658 1.615860 -1.700128 -0.198 0.029 -0.258
H 1.524529 1.344062 -2.907198 0.025 0.103 0.475
H 1.468926 4.383372 -0.344507 -0.101 -0.117 0.112
H 0.514171 3.732381 1.047592 0.287 0.054 -0.202
H 2.187386 3.146912 0.742382 -0.500 0.387 -0.122
H 0.430227 1.356945 1.667746 0.489 0.447 0.431
Te -0.894675 -1.354801 2.089592 -0.039 -1.233 0.288
C -0.395035 -0.639215 4.008103 -0.022 0.348 0.433
C -1.290795 0.279047 4.605774 1.223 -0.203 -0.004
C -0.905821 0.928249 5.784562 0.000 -0.180 -0.033
C 0.335037 0.644448 6.371211 0.111 -0.365 -0.186
C 1.220445 -0.285624 5.784668 -0.523 0.227 0.024
C 0.851788 -0.945355 4.608402 -0.660 0.610 -0.342
H -2.206756 0.520443 4.074971 0.022 0.019 0.277
H -1.573293 1.671858 6.233771 0.290 -0.328 -0.108
H 0.618137 1.138226 7.305187 -0.073 -0.112 -0.387
H 2.195162 -0.473767 6.242718 -0.363 0.033 -0.143
H 1.528068 -1.618117 4.075955 -0.157 0.123 0.379
```
Forces are in eV/Å.

Summary:
**Expectation value of S²**: 2.017
**2S+1**: 3
**HOMO (alpha / beta)**: -6.02 / -7.36 eV
**Strongest force on any atom**: 1.929 eV/A
**Electronic energy**: -41704.36140 eV

These are the Löwdin partial charges, in e, on atoms 1 to 8: -0.095, -0.061, -0.260, -0.151, -0.367, -0.069, -0.149, -0.193